Molecular formula: C4H8N
Method: DFT, ωB97M-V/def2-TZVPD

## Properties
- charge = 0
- multiplicity = 2

The geometry in XYZ format:
```
13
Properties=species:S:1:pos:R:3:nbo_charge:R:1
C -0.255 -0.324 -2.247 -0.644
C -0.205 -0.655 -0.786 -0.267
C 0.167 0.204 0.158 -0.001
N 0.253 -0.154 1.499 -0.570
C 0.177 0.794 2.476 -0.297
H 0.720 -0.273 -2.728 0.213
H -0.819 -1.091 -2.783 0.213
H -0.831 0.561 -2.513 0.214
H -0.586 -1.634 -0.532 0.191
H 0.355 1.232 -0.124 0.197
H 0.273 -1.141 1.688 0.401
H 0.223 0.672 3.550 0.183
H 0.528 1.809 2.342 0.167
```

Molecular formula: C4H8N
Method: DFT, ωB97M-V/def2-TZVPD

## Properties
- charge = +1
- multiplicity = 1

The geometry in XYZ format:
```
13
Properties=species:S:1:pos:R:3:nbo_charge:R:1
C -2.257 -0.172 0.143 -0.420
C -1.043 0.003 -0.295 0.080
C 1.338 -0.828 -0.157 -0.207
C 1.383 0.641 -0.073 -0.202
N 0.194 -0.081 0.378 -0.429
H -3.110 -0.038 -0.499 0.267
H -2.481 -0.477 1.159 0.235
H -0.930 0.613 -2.137 0.180
H 1.177 -1.302 -1.116 0.262
H 1.890 -1.430 0.553 0.257
H 1.973 1.128 0.692 0.258
H 1.251 1.222 -0.977 0.262
H 0.048 -0.140 1.392 0.458
```

Molecular formula: C4H8N
Method: DFT, ωB97M-V/def2-TZVPD

## Properties
- charge = +1
- multiplicity = 1

The geometry in XYZ format:
```
13
Properties=species:S:1:pos:R:3:nbo_charge:R:1
C -1.459 -0.576 0.349 -0.302
C -1.810 0.704 -0.156 -0.193
C -0.151 -1.223 -0.022 0.269
C 1.535 0.675 0.179 -0.454
N 1.068 -0.657 -0.046 -0.412
H -2.814 1.048 -0.174 0.235
H -1.086 1.392 -0.671 0.209
H -2.147 -1.111 0.846 0.243
H -0.011 -2.259 -0.285 0.240
H 1.950 1.035 -0.756 0.241
H 0.723 1.342 0.379 0.231
H 2.399 0.811 0.863 0.264
H 1.802 -1.182 -0.506 0.429
```

Results for energy above the lowest of the compared OMol25 structures with the same formula, charge and spin: 54.6; 423.4; 72.0 (in kJ/mol, following the order of the records).